Model A:
A single C5H15N3 molecule. Source: the OMol25 dataset; level of theory: ωB97M-V/def2-TZVPD.

Last columns: bonded neighbours and bond lengths (Å).
Cartesian coordinates (Å):
1 C 0.0230 -0.2268 3.3754  N2 1.453, H9 1.094, H10 1.082, H11 1.095
2 N 0.5922 -0.3417 2.0430  C1 1.453, C3 1.477, H12 1.012
3 C -0.1699 0.4227 1.0354  N2 1.477, C4 1.541, H13 1.101, H14 1.094
4 C 0.6912 0.6847 -0.2152  C3 1.541, N5 1.452, C6 1.527, H15 1.094
5 N 0.3504 1.8995 -0.9329  C4 1.452, H16 1.009, H17 1.010
6 C 0.7084 -0.4931 -1.1871  C4 1.527, C7 1.555, H18 1.089, H19 1.083
7 C -0.6839 -0.9048 -1.7441  C6 1.555, N8 1.471, H20 1.090, H21 1.086
8 N -0.8947 -0.5545 -3.1566  C7 1.471, H22 1.012, H23 1.011
9 H 0.7494 -0.5907 4.1087  C1 1.094
10 H -0.0805 0.8256 3.6051  C1 1.082
11 H -0.9248 -0.7572 3.5181  C1 1.095
12 H 0.6105 -1.3041 1.7303  N2 1.012
13 H -1.1202 -0.0898 0.8218  C3 1.101
14 H -0.4850 1.3622 1.4993  C3 1.094
15 H 1.6890 0.7532 0.2286  C4 1.094
16 H 0.1063 2.6597 -0.3157  N5 1.009
17 H -0.3755 1.7633 -1.6218  N5 1.010
18 H 1.2320 -1.3331 -0.7318  C6 1.089
19 H 1.2676 -0.1702 -2.0563  C6 1.083
20 H -1.4660 -0.4045 -1.1732  C7 1.090
21 H -0.7993 -1.9768 -1.6143  C7 1.086
22 H -0.2077 0.1295 -3.4466  N8 1.012
23 H -0.8123 -1.3533 -3.7703  N8 1.011

Summary:
Charge   0
Gap between HOMO and LUMO   9.7925 eV
Multiplicity   1
LUMO energy   1.02 eV
Structure (SMILES)   CNC[C@H](N)CCN
E_HOMO   -8.770 eV

***

Model B:
3 unconnected molecules or ions with the total composition C5H15N3. Source: the OMol25 dataset; level of theory: ωB97M-V/def2-TZVPD.

Last columns: bonded neighbours and bond lengths (Å).
Cartesian coordinates (Å):
1 H 0.1557 0.9032 -0.5179  N2 1.071
2 N -0.8839 1.1077 -0.6723  H1 1.071, C3 1.305
3 C -0.6937 0.0662 -1.4351  N2 1.305, C4 1.539, H8 1.108
4 C -0.2769 -1.3399 -0.9694  C3 1.539, C5 1.535, H9 1.087, H10 1.090
5 C -1.4370 -1.8034 -0.0783  C4 1.535, C6 1.537, H11 1.096, H12 1.096
6 C -1.4561 -1.2929 1.3719  C5 1.537, N7 1.472, H13 1.091, H14 1.088
7 N -0.1751 -1.0837 2.0661  C6 1.472, H15 1.018, H16 1.014
8 H -1.2238 -0.0301 -2.4031  C3 1.108
9 H -0.2824 -1.9086 -1.8959  C4 1.087
10 H 0.7209 -1.3486 -0.5303  C4 1.090
11 H -1.5139 -2.8896 -0.1999  C5 1.096
12 H -2.3655 -1.4927 -0.5699  C5 1.096
13 H -1.9597 -0.3315 1.2640  C6 1.091
14 H -1.9825 -1.9724 2.0393  C6 1.088
15 H 0.2827 -1.9930 2.0619  N7 1.018
16 H 0.4297 -0.4905 1.5096  N7 1.014
17 H 2.2839 0.8447 1.5545  H18 0.739
18 H 1.8145 1.4139 1.5889  H17 0.739
19 C 1.3014 2.6900 -0.7340  N20 1.300, H21 1.091, H22 1.089
20 N 2.5596 2.3638 -0.7113  C19 1.300, H23 1.029
21 H 0.9436 2.8545 0.2836  C19 1.091
22 H 0.7651 2.6798 -1.6822  C19 1.089
23 H 2.9934 3.0533 -1.3402  N20 1.029

Summary:
Charge   0
Gap between HOMO and LUMO   9.2144 eV
Multiplicity   1
LUMO energy   0.30 eV
Structure (SMILES)   [H]/N=C\CCCN.[H][H].C=N
E_HOMO   -8.910 eV

***

Most stable = model A